# 1
20
Properties=species:S:1:pos:R:3:forces:R:3:lowdin_charge:R:1 method="wB97M-V/def2-TZVPD" e_lumo_ev=-7.8 spin_multiplicity=1 total_charge=+2 energy_ev=-11756.9503 max_force_ev_per_a=5.3 homo_energy_ev=-17.018 homo_lumo_gap_ev=9.2
C -1.405 1.300 -0.135 2.5 -1.5 -0.4 -0.099
C 0.736 -1.246 -1.871 2.7 -1.5 1.3 -0.139
C 0.008 0.170 1.607 -2.3 2.3 0.8 -0.088
C -0.686 0.277 0.439 0.5 -4.4 -2.2 -0.081
N -1.546 2.424 0.422 -1.4 2.9 0.1 0.221
N 1.902 -2.312 -0.002 1.1 -0.1 -0.4 0.125
N 1.438 -1.896 -1.164 -0.6 0.8 1.0 0.093
N 0.338 -0.981 -3.034 -3.1 0.5 -4.3 0.198
N -0.056 1.027 2.614 -0.3 -1.0 -2.6 0.229
H -1.501 1.364 -1.184 -0.8 -0.6 -1.1 0.137
H 2.938 -2.526 -0.030 -1.8 0.2 0.2 0.181
H 0.469 -0.747 1.735 1.3 -1.3 0.8 0.100
H -0.512 -0.750 -0.126 -1.1 2.7 0.8 0.116
H -1.894 3.179 -0.134 -0.3 0.6 -0.1 0.157
H 1.287 -2.807 0.657 0.4 0.0 -0.8 0.148
H -0.044 -0.066 -3.436 1.0 -1.5 1.4 0.189
H 0.047 -1.783 -3.680 0.7 1.2 1.2 0.200
H -1.555 2.601 1.384 0.0 0.2 1.3 0.114
H -0.432 1.928 2.556 -0.4 1.1 0.0 0.099
H 0.466 0.844 3.380 1.9 -0.5 3.1 0.100

***

# 2
37
Properties=species:S:1:pos:R:3:forces:R:3:mulliken_spin:R:1 method="wB97M-V/def2-TZVPD" e_lumo_ev="0.2 / -0.2" s_squared=6.05 spin_multiplicity=5 total_charge=0 energy_ev=-58855.5280 max_force_ev_per_a=5.3 homo_energy_ev="-5.701 / -7.973" homo_lumo_gap_ev="5.9 / 7.7"
C -1.734 1.071 -1.871 0.3 0.3 -0.2 0.004
C -2.336 0.908 -0.511 -1.3 1.0 -0.3 0.022
N -1.691 -0.139 0.222 -0.1 0.0 -0.4 0.058
C -0.720 0.489 0.995 0.0 0.8 3.1 -0.060
C 0.612 0.691 0.330 0.4 -0.1 0.1 0.009
O -0.961 0.831 2.172 1.1 -1.1 -3.5 -0.012
O -3.265 1.572 -0.084 1.2 -1.1 -0.5 0.001
H -1.399 2.108 -1.982 -0.1 -0.2 -0.2 -0.001
H -0.898 0.369 -1.967 -0.3 0.4 -0.3 0.000
H -2.494 0.861 -2.634 0.1 0.1 0.2 0.001
H 0.806 -0.149 -0.351 -0.1 0.4 0.1 -0.001
H 0.658 1.638 -0.230 0.0 -0.3 0.2 0.001
H 1.378 0.695 1.114 -0.2 0.2 -0.2 -0.002
C -3.495 -1.595 -0.306 0.3 -0.3 0.1 0.058
C -2.567 -1.145 0.832 0.2 -0.6 0.1 0.042
C -3.333 -0.719 1.986 -0.9 -0.2 0.9 0.850
Fe -1.199 0.796 5.256 2.6 1.0 -4.5 2.745
C -1.793 2.084 3.950 -2.1 3.5 -1.3 0.064
O -2.392 2.931 3.428 1.5 -2.2 1.2 0.024
C -0.093 -0.291 4.204 2.2 -2.7 -2.1 0.053
O 0.340 -1.198 3.608 -1.0 1.9 1.6 0.008
C -2.584 1.337 6.592 -1.0 -0.6 1.9 -0.014
C -1.270 1.432 7.174 -1.0 0.1 0.8 0.008
C -0.643 0.151 7.078 -0.2 -0.6 1.3 0.036
C -1.569 -0.751 6.449 -0.6 -0.9 1.3 0.010
C -2.768 -0.025 6.154 -0.8 0.2 1.5 0.034
H -4.140 -2.419 0.018 0.0 0.3 -0.1 -0.014
H -4.104 -0.728 -0.615 0.0 -0.6 0.1 -0.007
H -2.887 -1.944 -1.147 -0.2 0.1 0.0 0.014
H -1.888 -1.943 1.200 -0.2 0.2 -0.7 0.007
H -4.270 -0.207 1.781 0.2 0.1 0.5 0.031
H -3.088 -1.205 2.933 -0.4 0.5 -0.1 0.005
H -3.340 2.108 6.566 0.1 0.0 0.0 0.001
H -0.870 2.307 7.686 -0.1 -0.3 -0.4 0.002
H 0.327 -0.106 7.494 -0.3 0.0 -0.3 0.007
H -1.425 -1.817 6.282 0.1 0.4 0.0 0.002
H -3.682 -0.436 5.723 0.4 0.2 0.0 0.014

***

# 3
133
Properties=species:S:1:pos:R:3:forces:R:3:lowdin_charge:R:1 method="wB97M-V/def2-TZVPD" e_lumo_ev=-1.7 spin_multiplicity=1 total_charge=0 energy_ev=-214443.2001 max_force_ev_per_a=0.9 homo_energy_ev=-8.954 homo_lumo_gap_ev=7.2
C 2.704 -1.611 2.565 -0.3 0.0 0.3 -0.070
C 3.564 -1.129 1.424 0.4 -0.1 -0.1 -0.235
N 2.893 -0.185 0.506 -0.2 0.1 0.3 0.021
C 1.648 -0.515 -0.003 0.4 -0.2 -0.2 -0.258
C 1.380 -1.482 -0.885 0.0 0.4 0.1 -0.529
Br 2.706 -2.561 -1.586 0.4 -0.3 -0.2 0.947
C -0.001 -1.795 -1.307 0.1 0.3 0.2 -0.350
O -0.197 -2.895 -1.757 -0.8 -0.2 -0.1 0.039
C -1.039 -0.713 -1.119 -0.6 0.1 -0.5 -0.003
C -2.232 -0.645 -1.885 0.3 0.4 0.7 -0.036
C -2.479 -1.610 -3.008 0.0 0.2 -0.1 -0.098
C -1.807 -1.151 -4.298 0.3 -0.2 0.2 -0.218
O -0.396 -1.178 -4.196 -0.3 0.2 -0.1 -0.200
Si 0.562 0.087 -4.705 0.5 -0.2 0.0 0.422
C -0.092 0.917 -6.240 -0.2 0.1 0.2 -0.151
C 2.218 -0.684 -5.090 -0.3 0.2 -0.2 -0.141
C 0.803 1.374 -3.370 0.0 -0.1 -0.2 -0.123
C -3.138 0.428 -1.639 0.5 -0.3 0.0 -0.052
C -4.428 0.597 -2.418 0.0 -0.3 -0.2 -0.083
C -5.651 0.034 -1.730 -0.3 0.1 0.2 -0.180
C -6.487 0.918 -1.048 -0.4 -0.4 -0.3 -0.070
C -7.604 0.476 -0.347 0.2 -0.2 -0.2 -0.066
C -7.916 -0.875 -0.337 0.2 0.0 -0.3 -0.078
C -7.123 -1.763 -1.057 0.0 0.4 0.1 -0.067
C -6.002 -1.315 -1.745 -0.1 0.0 0.3 -0.029
C -2.845 1.391 -0.669 0.1 0.1 0.1 -0.179
C -3.802 2.530 -0.427 0.0 0.0 0.2 -0.194
C -4.724 2.428 0.807 0.0 0.2 0.2 -0.406
S -4.342 1.076 1.950 0.1 -0.3 -0.3 1.049
C -4.264 1.987 3.409 -0.3 0.6 -0.4 -0.723
N -4.663 3.202 3.624 0.5 -0.7 0.3 0.052
N -4.326 3.443 4.959 -0.1 0.2 0.0 0.059
C -3.794 2.369 5.398 -0.1 0.4 0.3 -0.197
O -3.720 1.385 4.476 0.0 0.0 0.1 0.037
C -1.649 1.330 0.071 -0.2 0.2 0.2 -0.174
P -1.195 2.584 1.356 0.1 -0.4 0.5 0.784
O -1.210 2.250 2.800 -0.3 0.0 0.0 -0.398
C -0.760 0.292 -0.180 -0.4 -0.3 -0.2 -0.093
C 0.521 0.275 0.532 0.1 -0.3 -0.2 -0.269
O 0.721 0.925 1.532 0.0 0.4 0.3 0.042
H 2.317 -0.775 3.141 -0.1 0.2 0.0 0.073
H 3.281 -2.214 3.257 0.2 -0.2 0.0 0.077
H 1.847 -2.203 2.250 -0.1 -0.1 -0.2 0.081
H 3.986 -1.963 0.875 0.0 -0.1 -0.2 0.077
H 4.407 -0.585 1.839 0.2 0.1 0.0 0.115
H 2.773 0.678 1.022 0.0 0.0 0.1 0.099
H -2.151 -2.602 -2.751 0.2 -0.3 0.1 0.110
H -3.531 -1.671 -3.245 -0.4 0.0 0.1 0.091
H -2.109 -1.830 -5.093 -0.1 0.0 -0.2 0.125
H -2.171 -0.151 -4.534 -0.1 0.2 -0.2 0.111
H -1.152 1.152 -6.204 -0.2 0.0 0.0 0.026
H 0.424 1.870 -6.334 0.2 0.1 -0.1 0.038
H 0.095 0.335 -7.136 0.0 -0.1 -0.2 0.034
H 2.286 -0.855 -6.161 0.0 -0.1 -0.2 0.030
H 2.357 -1.637 -4.591 0.1 -0.1 0.2 0.005
H 3.027 -0.008 -4.832 0.2 0.0 0.2 0.031
H 1.805 1.773 -3.513 0.2 0.2 0.0 0.030
H 0.783 0.928 -2.381 -0.1 0.0 0.2 0.007
H 0.110 2.208 -3.423 -0.2 0.1 0.1 0.036
H -4.346 0.202 -3.419 0.0 -0.2 -0.2 0.095
H -4.620 1.654 -2.547 0.1 0.0 -0.4 0.107
H -6.270 1.975 -1.070 -0.2 -0.1 -0.4 0.094
H -8.227 1.177 0.184 -0.1 0.2 0.1 0.108
H -8.775 -1.240 0.201 -0.1 0.0 0.1 0.100
H -7.380 -2.809 -1.089 0.0 -0.2 0.0 0.102
H -5.434 -2.049 -2.290 0.3 0.0 -0.2 0.097
H -4.439 2.688 -1.285 0.1 0.1 0.0 0.086
H -3.214 3.429 -0.357 0.1 0.4 0.1 0.085
H -4.702 3.352 1.367 0.1 0.1 0.2 0.070
H -5.751 2.279 0.506 0.2 0.1 0.2 0.031
H -3.427 2.203 6.391 0.1 -0.2 0.1 0.129
H -2.040 3.661 1.105 0.0 0.1 -0.2 0.029
H 0.037 3.026 0.867 -0.1 0.3 -0.3 0.022
O -6.156 -0.390 -5.040 0.1 0.0 0.0 0.185
C -6.076 -1.467 -5.525 0.1 -0.1 0.2 -0.548
O -5.770 -1.718 -6.812 0.1 -0.1 -0.2 0.079
C -5.602 -3.133 -6.982 -0.1 0.0 0.0 -0.036
C -6.396 -3.677 -5.811 0.0 0.0 0.2 -0.307
F -5.876 -4.817 -5.297 0.1 0.1 0.0 0.078
O -6.277 -2.639 -4.852 -0.2 0.1 -0.2 0.114
H -4.552 -3.391 -6.886 0.2 -0.1 0.1 0.140
H -5.975 -3.446 -7.953 -0.1 0.1 0.0 0.142
H -7.454 -3.843 -6.018 0.0 -0.1 0.0 0.174
O 0.440 -8.867 -3.326 0.1 -0.1 0.0 0.185
C 0.012 -7.771 -3.429 0.0 0.2 -0.1 -0.553
O 0.374 -6.709 -2.681 0.1 0.1 0.1 0.078
C -0.249 -5.527 -3.209 0.0 -0.1 0.1 -0.046
C -1.419 -6.121 -3.955 0.1 0.0 -0.3 -0.313
F -1.728 -5.413 -5.079 0.0 0.0 0.0 0.057
O -0.944 -7.394 -4.332 -0.2 -0.1 0.2 0.128
H 0.436 -5.030 -3.897 0.0 0.0 0.0 0.150
H -0.529 -4.838 -2.420 0.1 -0.2 0.1 0.106
H -2.326 -6.240 -3.364 -0.1 0.1 0.0 0.171
O 5.008 -0.251 4.961 0.0 0.0 -0.2 0.168
C 4.166 -0.332 5.792 -0.2 0.0 0.0 -0.563
O 3.793 0.673 6.606 -0.1 0.1 0.0 0.060
C 2.668 0.250 7.384 0.0 0.0 0.1 -0.036
C 2.808 -1.258 7.325 0.0 0.0 -0.1 -0.303
F 1.614 -1.894 7.324 0.0 0.0 -0.1 0.080
O 3.448 -1.455 6.071 0.2 0.0 0.2 0.122
H 1.744 0.570 6.900 0.0 -0.1 0.0 0.145
H 2.730 0.662 8.387 0.2 0.0 0.0 0.138
H 3.432 -1.686 8.110 -0.1 -0.1 0.0 0.175
O 2.598 6.643 1.228 0.0 0.1 -0.1 0.193
C 2.667 5.567 1.708 -0.1 -0.2 -0.1 -0.546
O 1.615 4.813 2.102 0.0 -0.1 0.0 0.063
C 2.092 3.516 2.483 0.0 0.1 0.2 -0.069
C 3.543 3.802 2.803 -0.1 0.1 -0.1 -0.297
F 4.356 2.758 2.479 0.0 0.0 -0.1 0.062
O 3.832 4.894 1.953 0.1 0.1 0.2 0.126
H 2.018 2.838 1.636 0.1 0.0 0.0 0.101
H 1.508 3.120 3.309 -0.1 0.1 0.0 0.142
H 3.742 4.090 3.836 0.1 -0.1 0.0 0.175
O 7.492 -0.938 -0.652 0.1 -0.1 0.0 0.185
C 6.890 0.075 -0.733 -0.1 0.3 0.0 -0.554
O 7.031 1.137 0.097 0.0 0.1 0.1 0.070
C 6.234 2.220 -0.398 0.0 0.0 0.0 -0.042
C 5.213 1.489 -1.247 0.1 0.0 0.0 -0.314
F 4.830 2.206 -2.335 0.1 0.0 -0.1 0.066
O 5.936 0.349 -1.666 -0.2 -0.2 0.0 0.126
H 6.848 2.875 -1.018 0.0 0.0 -0.1 0.145
H 5.803 2.781 0.426 0.0 -0.1 0.1 0.120
H 4.322 1.158 -0.714 0.0 0.0 -0.1 0.138
O 5.384 1.458 9.417 -0.1 0.0 0.1 0.174
C 6.288 1.710 8.694 0.1 0.0 -0.1 -0.556
O 6.173 2.310 7.493 0.0 0.2 -0.1 0.061
C 7.480 2.561 6.968 0.0 0.0 0.0 -0.038
C 8.316 1.551 7.729 -0.1 0.0 0.1 -0.308
F 9.564 1.997 7.996 -0.1 0.1 0.1 0.080
O 7.592 1.413 8.942 0.0 -0.2 0.0 0.135
H 7.783 3.579 7.216 0.1 0.0 0.0 0.144
H 7.490 2.420 5.892 -0.1 -0.1 0.0 0.142
H 8.389 0.573 7.251 0.1 0.0 0.0 0.174

***

# 4
12
Properties=species:S:1:pos:R:3:forces:R:3:lowdin_charge:R:1 method="wB97M-V/def2-TZVPD" e_lumo_ev=-3.5 spin_multiplicity=1 total_charge=+1 energy_ev=-4157.0083 max_force_ev_per_a=1.2 homo_energy_ev=-15.598 homo_lumo_gap_ev=12.1
N -0.686 1.481 1.182 0.2 0.8 -0.1 0.015
H -0.795 1.347 2.191 -0.1 0.3 -0.3 0.054
H -1.548 1.913 0.836 -0.1 -0.6 0.2 0.054
H 0.143 -0.192 0.681 0.0 0.2 -0.1 0.095
H -0.046 2.276 1.049 0.1 -0.6 0.4 0.058
C 0.689 -0.712 -1.302 -0.1 -0.6 -1.0 -0.028
N 0.121 -1.011 0.037 -0.4 -0.5 -0.4 0.114
H 0.237 0.166 -1.735 0.0 0.5 0.3 0.096
H 1.772 -0.672 -1.292 0.0 0.3 0.4 0.104
H 0.432 -1.521 -1.989 -0.1 -0.1 0.3 0.104
H 0.566 -1.856 0.394 0.0 0.2 0.4 0.167
H -0.884 -1.220 -0.051 0.3 0.0 0.0 0.169

***

# 5
12
Properties=species:S:1:pos:R:3:forces:R:3:lowdin_charge:R:1 method="wB97M-V/def2-TZVPD" e_lumo_ev=0.0 spin_multiplicity=1 total_charge=0 energy_ev=-19506.4642 max_force_ev_per_a=3.0 homo_energy_ev=-9.542 homo_lumo_gap_ev=9.5
H 0.726 -2.256 0.859 0.8 -0.4 -0.7 0.041
N 1.226 -1.525 0.326 -2.4 0.2 0.6 0.073
C 0.264 -0.766 -0.091 2.4 1.8 -0.2 -0.756
N 0.552 0.556 -0.534 0.4 -1.8 0.1 -0.102
N 1.821 1.000 -0.134 0.1 0.7 -0.2 -0.003
S -1.411 -1.211 -0.278 -0.9 -0.1 0.0 1.016
C -2.321 0.312 -0.050 1.5 0.8 1.2 -0.516
O -1.867 1.380 0.346 -1.6 -1.7 -0.9 -0.027
H -0.145 1.213 -0.228 -0.2 0.1 -0.2 0.059
H 1.986 0.598 0.778 0.5 -0.1 0.2 0.062
H 2.534 0.665 -0.776 -0.3 -0.1 0.2 0.080
H -3.365 0.033 -0.218 -0.3 0.6 0.0 0.074

***

# 6
8
Properties=species:S:1:pos:R:3:forces:R:3:lowdin_charge:R:1 method="wB97M-V/def2-TZVPD" e_lumo_ev=0.7 spin_multiplicity=1 total_charge=0 energy_ev=-6694.1847 max_force_ev_per_a=1.6 homo_energy_ev=-8.571 homo_lumo_gap_ev=9.2
O 0.365 1.385 -0.098 0.4 -1.0 -0.3 -0.050
C -0.728 0.773 0.070 0.0 -0.3 -0.1 -0.314
C -0.794 -0.609 0.053 0.6 -0.2 0.7 -0.142
N 0.502 -1.144 -0.098 0.2 1.0 0.0 0.048
C 1.454 -0.427 -0.268 -1.4 0.8 0.2 0.139
H -1.697 1.272 0.207 0.5 0.4 0.1 0.123
H -1.572 -1.130 0.591 0.1 -0.4 -0.6 0.086
H 2.471 -0.122 -0.458 -0.3 -0.2 0.0 0.110